Here is 24 unconnected molecules or ions with the total composition C59H162F6N2O26S2 from OMol25. Energies are from the ωB97M-V functional and the def2-TZVPD basis.

The LUMO energy comes out at -0.373 eV. The highest occupied orbital energy comes out at -8.946 eV. As for the total charge: 0.

CARTESIAN COORDINATES (ANGSTROEM)
N (0.451, 2.827, -1.537)
H (0.409, 1.989, -0.974)
H (1.191, 3.389, -1.142)
H (-0.459, 3.261, -1.469)
H (0.520, 2.745, -2.541)
C (-1.181, 2.070, 1.943)
F (-1.889, 2.818, 1.199)
F (0.038, 2.542, 2.138)
F (-1.861, 2.054, 3.073)
S (-0.938, 0.334, 1.166)
O (-0.354, -0.470, 2.210)
O (-2.287, -0.237, 0.835)
N (0.210, 0.605, -0.170)
S (0.124, -0.881, -0.690)
O (0.534, -1.917, 0.268)
O (-0.979, -1.220, -1.497)
C (1.571, -0.904, -2.004)
F (2.762, -0.838, -1.407)
F (1.457, -2.036, -2.672)
F (1.325, 0.043, -3.018)
O (2.400, 1.271, 1.190)
H (1.572, 1.211, 0.713)
H (2.576, 0.376, 1.481)
O (-0.982, 3.391, -5.335)
H (-0.673, 2.842, -6.057)
H (-0.355, 4.113, -5.298)
O (1.775, 2.878, -3.823)
H (2.079, 2.406, -4.598)
H (2.307, 3.673, -3.801)
C (-2.443, 6.983, -1.632)
C (-2.394, 5.634, -0.841)
C (-3.688, 5.134, -0.160)
O (-2.028, 4.617, -1.716)
H (-2.208, 7.708, -0.853)
H (-3.268, 7.290, -2.275)
H (-1.627, 7.042, -2.352)
H (-1.474, 5.478, -0.278)
H (-3.892, 5.748, 0.717)
H (-3.522, 4.128, 0.227)
H (-4.583, 5.071, -0.780)
H (-2.667, 4.610, -2.432)
C (-3.695, 2.604, 9.120)
C (-4.554, 3.424, 8.131)
C (-3.954, 3.392, 6.690)
O (-5.802, 2.820, 8.118)
H (-2.630, 2.740, 8.934)
H (-4.025, 1.565, 9.140)
H (-3.870, 2.952, 10.138)
H (-4.664, 4.436, 8.522)
H (-3.334, 2.531, 6.440)
H (-3.291, 4.251, 6.586)
H (-4.798, 3.442, 6.003)
H (-6.378, 3.218, 8.775)
C (3.788, 2.745, 6.606)
C (3.636, 1.578, 5.574)
C (4.341, 1.802, 4.233)
O (4.334, 0.546, 6.156)
H (4.764, 3.221, 6.699)
H (3.575, 2.503, 7.647)
H (3.115, 3.554, 6.323)
H (2.561, 1.401, 5.597)
H (4.317, 0.888, 3.639)
H (5.367, 2.165, 4.305)
H (3.841, 2.542, 3.609)
H (4.062, -0.310, 5.817)
C (1.043, -5.560, -1.132)
C (1.951, -6.772, -0.830)
C (1.410, -7.579, 0.339)
O (1.883, -7.606, -1.928)
H (1.118, -4.736, -0.422)
H (0.026, -5.729, -1.486)
H (1.442, -5.045, -2.006)
H (2.945, -6.387, -0.604)
H (1.523, -6.927, 1.205)
H (2.126, -8.396, 0.439)
H (0.416, -8.021, 0.410)
H (2.465, -7.170, -2.554)
C (5.480, -2.734, -0.257)
C (5.450, -2.985, -1.780)
C (6.818, -2.805, -2.446)
O (4.917, -4.238, -1.941)
H (4.449, -2.779, 0.093)
H (5.958, -1.779, -0.037)
H (6.215, -3.388, 0.212)
H (4.693, -2.325, -2.203)
H (7.188, -1.797, -2.262)
H (6.802, -3.020, -3.514)
H (7.596, -3.434, -2.012)
H (5.635, -4.822, -1.688)
C (-4.241, -4.210, -0.831)
C (-4.768, -3.679, 0.501)
C (-3.592, -3.522, 1.444)
O (-5.337, -2.395, 0.426)
H (-5.188, -4.454, -1.313)
H (-3.801, -5.190, -0.648)
H (-3.639, -3.555, -1.461)
H (-5.596, -4.324, 0.795)
H (-3.139, -4.499, 1.610)
H (-4.057, -3.230, 2.386)
H (-2.853, -2.795, 1.109)
H (-4.621, -1.786, 0.231)
C (0.049, 2.522, 7.546)
C (0.493, 1.768, 8.851)
C (0.983, 0.302, 8.712)
O (1.410, 2.522, 9.712)
H (-0.718, 3.257, 7.791)
H (-0.352, 1.882, 6.760)
H (0.887, 3.021, 7.058)
H (-0.399, 1.691, 9.473)
H (0.854, -0.348, 9.577)
H (2.029, 0.372, 8.413)
H (0.427, -0.221, 7.934)
H (2.299, 2.264, 9.456)
C (-6.002, -2.614, -6.490)
C (-5.630, -2.302, -5.030)
C (-6.226, -3.295, -4.037)
O (-4.238, -2.179, -4.898)
H (-6.042, -3.646, -6.838)
H (-5.491, -2.063, -7.280)
H (-7.083, -2.490, -6.568)
H (-6.043, -1.331, -4.759)
H (-5.948, -3.024, -3.018)
H (-5.810, -4.287, -4.211)
H (-7.294, -3.462, -4.179)
H (-4.117, -1.773, -4.037)
C (1.734, 4.598, 3.712)
C (0.768, 5.775, 3.785)
C (-0.591, 5.396, 3.055)
O (0.507, 6.009, 5.178)
H (1.303, 3.716, 4.186)
H (2.617, 4.790, 4.321)
H (2.108, 4.482, 2.695)
H (1.298, 6.611, 3.328)
H (-1.302, 6.163, 3.363)
H (-1.006, 4.476, 3.466)
H (-0.566, 5.469, 1.968)
H (0.014, 6.825, 5.293)
C (5.593, 0.326, -5.789)
C (4.187, -0.080, -6.291)
C (3.569, -1.050, -5.194)
O (3.394, 1.036, -6.383)
H (5.529, 1.092, -5.016)
H (6.101, 0.731, -6.664)
H (6.077, -0.551, -5.359)
H (4.138, -0.561, -7.268)
H (4.188, -1.864, -4.817)
H (2.572, -1.298, -5.558)
H (3.289, -0.535, -4.275)
H (3.840, 1.784, -6.788)
C (0.899, -0.310, -8.834)
C (0.089, -0.621, -7.585)
C (-1.430, -0.533, -7.957)
O (0.318, -1.942, -7.234)
H (1.924, -0.382, -8.472)
H (0.819, 0.701, -9.234)
H (0.560, -1.111, -9.491)
H (0.341, -0.008, -6.719)
H (-1.721, -1.150, -8.807)
H (-1.672, 0.505, -8.184)
H (-2.043, -0.806, -7.097)
H (-0.519, -2.398, -7.123)
C (-4.959, -0.785, 7.280)
C (-3.769, -1.436, 6.536)
C (-2.449, -0.610, 6.626)
O (-3.470, -2.684, 7.033)
H (-5.849, -1.376, 7.494)
H (-5.323, 0.139, 6.830)
H (-4.667, -0.481, 8.285)
H (-4.110, -1.679, 5.529)
H (-2.130, -0.518, 7.664)
H (-2.459, 0.439, 6.330)
H (-1.516, -1.064, 6.293)
H (-3.051, -2.573, 7.890)
C (-5.319, 0.799, -1.311)
C (-4.301, 0.593, -2.451)
C (-3.103, 1.485, -2.379)
O (-3.772, -0.718, -2.588)
H (-4.884, 0.557, -0.341)
H (-6.079, 0.027, -1.428)
H (-5.705, 1.815, -1.396)
H (-4.719, 0.795, -3.438)
H (-2.249, 0.968, -2.817)
H (-2.697, 1.630, -1.378)
H (-3.071, 2.512, -2.743)
H (-2.823, -0.712, -2.440)
C (-0.606, -5.281, -6.597)
C (-1.544, -4.354, -5.804)
C (-0.875, -3.830, -4.522)
O (-2.085, -3.408, -6.584)
H (0.203, -4.710, -7.053)
H (-1.192, -5.899, -7.277)
H (-0.197, -6.156, -6.092)
H (-2.386, -5.019, -5.613)
H (-0.008, -3.379, -5.006)
H (-0.442, -4.591, -3.872)
H (-1.309, -2.982, -3.993)
H (-2.725, -2.819, -6.178)
C (4.775, -5.014, -4.995)
C (3.758, -6.123, -4.867)
C (4.334, -7.549, -5.187)
O (3.303, -6.027, -3.537)
H (5.683, -5.304, -4.466)
H (4.360, -4.061, -4.667)
H (4.972, -4.811, -6.048)
H (2.882, -5.929, -5.486)
H (4.336, -7.785, -6.251)
H (3.686, -8.238, -4.646)
H (5.343, -7.733, -4.820)
H (3.285, -5.101, -3.287)
C (1.455, 6.859, -2.101)
C (2.624, 6.122, -1.592)
C (2.898, 6.524, -0.086)
O (2.334, 4.712, -1.598)
H (1.423, 7.812, -1.574)
H (0.536, 6.389, -1.749)
H (1.673, 6.938, -3.166)
H (3.485, 6.413, -2.194)
H (3.749, 5.927, 0.241)
H (2.036, 6.263, 0.528)
H (3.252, 7.550, 0.007)
H (3.124, 4.251, -1.306)
C (5.075, 3.035, -2.478)
C (4.525, 2.184, -1.322)
C (5.577, 1.233, -0.749)
O (4.082, 2.998, -0.323)
H (4.219, 3.572, -2.887)
H (5.617, 2.378, -3.158)
H (5.834, 3.682, -2.038)
H (3.661, 1.618, -1.668)
H (6.461, 1.760, -0.392)
H (5.936, 0.521, -1.492)
H (5.244, 0.706, 0.145)
H (3.739, 2.323, 0.268)
C (2.431, -1.561, 3.360)
C (2.319, -2.326, 4.611)
C (2.197, -3.810, 4.353)
O (3.452, -2.038, 5.435)
H (2.075, -0.547, 3.539)
H (1.895, -2.018, 2.528)
H (3.428, -1.398, 2.950)
H (1.406, -2.005, 5.113)
H (3.000, -4.073, 3.664)
H (1.181, -3.853, 3.962)
H (2.244, -4.359, 5.293)
H (4.091, -2.753, 5.469)
C (-5.748, 2.055, 2.464)
C (-6.288, 0.573, 2.544)
C (-5.283, -0.379, 3.231)
O (-7.462, 0.532, 3.162)
H (-6.508, 2.798, 2.221)
H (-4.910, 2.173, 1.778)
H (-5.497, 2.389, 3.471)
H (-6.617, 0.140, 1.599)
H (-5.607, -1.406, 3.067)
H (-5.197, -0.155, 4.294)
H (-4.318, -0.400, 2.725)
H (-7.851, -0.333, 3.017)

Löwdin population analysis, charges in e, atoms 1 to 4: number 1, N, carries 0.305; number 2, H, carries 0.014; number 3, H, carries 0.091; number 4, H, carries 0.092

***

Here is a molecular structure, C59H32BiF15GeN7O4S from OMol25. Energies are from the ωB97M-V functional and the def2-TZVPD basis.

The LUMO energy comes out at -3.468 eV. The highest occupied orbital energy comes out at -10.103 eV. The energy relative to the best compared isomer or geometry (same formula, charge and spin) is 0.3774 eV. As for the total charge: +1.

CARTESIAN COORDINATES (ANGSTROEM)
Bi (-0.340, -0.256, 0.651)
O (5.937, -0.425, 2.958)
C (5.956, 0.590, 2.200)
O (6.781, 1.414, 1.848)
C (4.482, 0.517, 1.755)
C (4.095, -0.349, 0.715)
C (2.775, -0.647, 0.522)
N (1.803, -0.074, 1.268)
C (2.146, 0.718, 2.314)
C (3.455, 1.025, 2.569)
C (1.034, 1.299, 3.114)
C (1.229, 2.004, 4.293)
C (0.131, 2.532, 4.952)
C (-1.139, 2.355, 4.427)
C (-1.262, 1.628, 3.262)
N (-0.201, 1.118, 2.633)
C (2.326, -1.693, -0.431)
C (3.198, -2.470, -1.181)
C (2.706, -3.569, -1.862)
C (1.361, -3.895, -1.753)
C (0.544, -3.052, -1.030)
N (1.014, -1.956, -0.425)
H (4.865, -0.797, 0.101)
H (3.723, 1.668, 3.395)
H (2.220, 2.127, 4.706)
H (0.269, 3.077, 5.877)
H (-2.016, 2.751, 4.922)
H (-2.232, 1.429, 2.814)
H (4.255, -2.243, -1.208)
H (3.375, -4.189, -2.446)
H (0.958, -4.793, -2.202)
H (-0.510, -3.256, -0.900)
C (2.086, 4.456, -0.494)
O (2.126, 3.537, -1.616)
C (1.434, 2.454, -1.239)
N (0.946, 2.418, -0.071)
C (1.288, 3.690, 0.596)
C (0.056, 4.411, 1.105)
C (0.192, 5.369, 2.106)
C (-0.921, 6.040, 2.596)
C (-2.183, 5.755, 2.091)
C (-2.323, 4.799, 1.093)
C (-1.209, 4.129, 0.599)
C (1.220, 1.422, -2.281)
C (1.849, 1.535, -3.514)
C (1.473, 0.669, -4.522)
C (0.456, -0.238, -4.281)
C (-0.109, -0.288, -3.013)
N (0.300, 0.498, -2.013)
C (-1.247, -1.207, -2.772)
N (-1.836, -1.423, -1.668)
C (-2.921, -2.393, -1.922)
C (-2.783, -2.693, -3.438)
O (-1.667, -1.874, -3.858)
C (-4.298, -1.858, -1.567)
C (-4.470, -0.648, -0.902)
C (-5.749, -0.166, -0.651)
C (-6.866, -0.885, -1.056)
C (-6.697, -2.107, -1.694)
C (-5.421, -2.590, -1.945)
H (3.107, 4.679, -0.201)
H (1.587, 5.369, -0.809)
H (1.933, 3.481, 1.449)
H (1.179, 5.593, 2.504)
H (-0.803, 6.788, 3.372)
H (-3.052, 6.278, 2.472)
H (-3.307, 4.574, 0.694)
H (-1.322, 3.383, -0.175)
H (2.591, 2.307, -3.674)
H (1.941, 0.724, -5.496)
H (0.092, -0.891, -5.061)
H (-2.731, -3.290, -1.325)
H (-2.546, -3.731, -3.659)
H (-3.661, -2.389, -3.999)
H (-3.603, -0.079, -0.604)
H (-5.877, 0.771, -0.117)
H (-7.860, -0.502, -0.864)
H (-7.564, -2.686, -1.995)
H (-5.301, -3.545, -2.453)
C (-4.279, 3.570, -2.672)
C (-3.131, 2.734, -2.322)
N (-2.227, 2.075, -2.050)
H (-5.093, 3.381, -1.975)
H (-4.617, 3.340, -3.681)
H (-3.998, 4.621, -2.624)
F (-4.406, -3.996, 4.822)
C (-3.749, -3.040, 5.495)
C (-2.628, -2.450, 4.930)
C (-1.982, -1.489, 5.686)
F (-0.894, -0.869, 5.209)
C (-2.429, -1.116, 6.938)
F (-1.796, -0.167, 7.627)
C (-3.551, -1.721, 7.466)
F (-3.993, -1.368, 8.662)
C (-4.219, -2.695, 6.744)
F (-5.298, -3.276, 7.255)
Ge (-2.090, -2.973, 3.094)
S (-0.191, -2.164, 2.402)
C (-3.817, -2.611, 2.192)
C (-4.350, -1.360, 2.461)
F (-3.532, -0.392, 2.931)
C (-5.686, -1.067, 2.324)
F (-6.168, 0.124, 2.670)
C (-6.532, -2.050, 1.845)
F (-7.821, -1.795, 1.702)
C (-6.032, -3.293, 1.510)
F (-6.850, -4.223, 1.026)
C (-4.691, -3.566, 1.701)
F (-4.270, -4.802, 1.422)
C (-1.711, -4.904, 3.068)
C (-1.447, -5.477, 1.833)
F (-1.596, -4.734, 0.715)
C (-1.046, -6.785, 1.691)
F (-0.804, -7.300, 0.486)
C (-0.893, -7.563, 2.825)
F (-0.518, -8.825, 2.710)
C (-1.133, -7.025, 4.074)
F (-0.971, -7.777, 5.157)
C (-1.535, -5.707, 4.182)
F (-1.749, -5.222, 5.408)

Löwdin population analysis, charges in e, atoms 1 to 4: number 1, Bi, carries 1.612; number 2, O, carries 0.030; number 3, C, carries -0.682; number 4, O, carries 0.045

***

Here is a molecular structure, C59H35F19GeN6SSn from OMol25. Energies are from the ωB97M-V functional and the def2-TZVPD basis.

The LUMO energy (spin up / spin down) comes out at 3.683 / 3.685 eV. The highest occupied orbital energy (spin up / spin down) comes out at -0.634 / 0.323 eV. The energy relative to the best compared isomer or geometry (same formula, charge and spin) is 0.7201 eV. As for the total charge: -2.

CARTESIAN COORDINATES (ANGSTROEM)
Sn (-0.522, -0.162, 0.117)
C (2.173, 0.797, -1.727)
N (1.316, -0.364, -1.736)
C (0.749, -0.602, -3.066)
C (2.015, -1.556, -1.232)
C (1.089, -2.726, -0.782)
N (-0.298, -2.441, -1.085)
C (-1.244, -3.316, -0.734)
C (-2.473, -3.268, -1.460)
F (-2.522, -2.445, -2.531)
C (-3.573, -4.028, -1.169)
F (-4.705, -3.868, -1.887)
C (-3.533, -5.005, -0.185)
C (-2.333, -5.141, 0.488)
F (-2.247, -6.103, 1.436)
C (-1.236, -4.337, 0.258)
F (-0.159, -4.538, 1.057)
H (2.838, 0.833, -2.599)
H (2.772, 0.802, -0.817)
H (0.407, 1.829, -1.492)
H (1.536, -0.856, -3.792)
H (0.209, 0.282, -3.407)
H (0.037, -1.419, -2.981)
H (2.583, -1.250, -0.353)
H (2.721, -1.912, -1.996)
H (1.266, -2.898, 0.283)
H (1.397, -3.641, -1.310)
H (-4.379, -5.637, 0.033)
C (-5.295, -0.926, 1.709)
C (-5.629, 0.383, 2.035)
C (-4.625, 1.316, 2.250)
C (-3.299, 0.929, 2.169)
C (-2.956, -0.391, 1.939)
C (-3.968, -1.311, 1.676)
N (-2.288, 1.993, 2.319)
C (-0.981, 1.650, 2.948)
C (-1.041, 1.348, 4.303)
C (0.111, 1.196, 5.042)
C (1.346, 1.375, 4.413)
C (1.406, 1.680, 3.076)
C (0.245, 1.810, 2.282)
N (0.307, 2.043, 0.923)
N (1.369, 2.824, 0.611)
C (1.843, 2.976, -0.590)
C (2.891, 3.858, -0.897)
C (3.230, 4.178, -2.214)
C (2.422, 3.703, -3.250)
C (1.415, 2.801, -3.014)
N (1.373, 2.097, -1.737)
H (-6.077, -1.651, 1.524)
H (-6.665, 0.678, 2.121)
H (-4.881, 2.345, 2.485)
H (-1.941, -0.727, 2.111)
H (-3.697, -2.337, 1.455)
H (-2.009, 1.234, 4.782)
H (0.052, 0.961, 6.097)
H (2.263, 1.239, 4.973)
H (2.352, 1.789, 2.567)
H (3.353, 4.364, -0.062)
H (4.053, 4.849, -2.422)
H (2.522, 4.102, -4.253)
H (0.711, 2.468, -3.758)
F (1.021, -4.908, 6.575)
C (1.861, -5.202, 5.567)
C (1.771, -4.484, 4.385)
C (2.667, -4.829, 3.386)
F (2.662, -4.177, 2.226)
C (3.594, -5.845, 3.547)
F (4.445, -6.169, 2.564)
C (3.650, -6.542, 4.741)
F (4.546, -7.520, 4.910)
C (2.776, -6.215, 5.764)
F (2.839, -6.883, 6.927)
Ge (0.463, -2.965, 4.265)
S (0.686, -1.610, 2.672)
C (0.951, -2.071, 6.018)
C (0.195, -1.922, 7.172)
F (-1.028, -2.461, 7.264)
C (0.660, -1.253, 8.290)
F (-0.099, -1.138, 9.391)
C (1.926, -0.698, 8.286)
F (2.387, -0.055, 9.363)
C (2.725, -0.847, 7.165)
F (3.959, -0.323, 7.167)
C (2.234, -1.541, 6.078)
F (3.055, -1.730, 5.035)
C (-1.326, -3.791, 4.640)
C (-1.602, -5.147, 4.578)
F (-0.620, -6.018, 4.319)
C (-2.865, -5.655, 4.820)
F (-3.097, -6.973, 4.808)
C (-3.903, -4.791, 5.122)
F (-5.123, -5.274, 5.373)
C (-3.662, -3.430, 5.204)
F (-4.651, -2.609, 5.570)
C (-2.390, -2.960, 4.947)
F (-2.159, -1.646, 5.067)
C (-7.342, 1.263, -2.317)
C (-6.715, 1.895, -1.248)
C (-5.385, 1.652, -0.960)
C (-4.618, 0.760, -1.738)
C (-5.284, 0.107, -2.799)
C (-6.614, 0.353, -3.081)
C (-3.225, 0.449, -1.499)
C (-2.306, 1.070, -0.683)
C (-2.465, 2.421, -0.189)
C (-2.694, 3.437, -1.146)
C (-2.667, 4.778, -0.844)
C (-2.383, 5.191, 0.462)
C (-2.197, 4.231, 1.430)
C (-2.245, 2.872, 1.123)
H (-8.381, 1.467, -2.547)
H (-7.277, 2.592, -0.635)
H (-4.928, 2.142, -0.115)
H (-4.730, -0.601, -3.404)
H (-7.090, -0.164, -3.907)
H (-2.886, -0.438, -2.021)
H (-2.897, 3.115, -2.159)
H (-2.861, 5.515, -1.613)
H (-2.330, 6.241, 0.716)
H (-1.991, 4.528, 2.456)
H (-2.703, 2.613, 3.018)

Löwdin population analysis, charges in e, atoms 1 to 4: number 1, Sn, carries 1.321; number 2, C, carries -0.128; number 3, N, carries -0.300; number 4, C, carries -0.067

***

Maximum force per entry: 6.14; 0.88; 1.04 eV/Å